No. 1
C52H96Br23N2OS as an isolated structure at a distorted geometry. Source: the Open Molecules 2025 dataset; level of theory: wB97M-V/def2-TZVPD.

Calculated values
LUMO energy   -2.6 eV
Net charge   +1
Energy   -1682315.717 eV
Kohn-Sham gap   8.060 eV
Spin multiplicity   1

Structure (XYZ):
```
175
Properties=species:S:1:pos:R:3:lowdin_charge:R:1
C -6.7276 -8.9822 2.6638 -0.10
C -7.0846 -8.9477 1.1705 -0.27
C -8.2261 -7.9663 0.9008 -0.22
C -7.7518 -6.4960 0.9673 -0.21
C -7.5299 -5.9316 -0.4359 -0.22
C -6.6039 -4.7084 -0.4507 -0.22
C -5.9568 -4.5270 -1.8293 -0.21
C -5.2684 -3.1467 -1.9754 -0.21
C -3.7380 -3.2095 -1.8342 -0.21
C -3.0768 -2.0764 -2.6522 -0.21
C -1.7569 -1.5516 -2.0665 -0.20
C -1.5857 -0.0289 -2.2393 -0.20
C -0.1527 0.4258 -2.5890 -0.21
C 0.5185 1.2582 -1.5024 -0.19
C 1.9375 1.6761 -1.9577 -0.21
C 2.3186 3.1328 -1.6295 -0.17
C 3.1488 3.2919 -0.3711 -0.25
N 4.0561 2.2125 0.0456 0.25
C 5.0629 2.6377 0.7030 -0.08
C 6.1304 1.7885 1.2912 -0.24
C 7.2959 1.6374 0.5718 0.00
C 8.3015 0.8744 1.1416 -0.03
C 8.0876 0.3259 2.3827 -0.05
C 6.8626 0.5362 2.9953 -0.26
N 5.8800 1.2639 2.4835 0.13
C 5.1220 4.1198 0.8304 -0.19
C 5.2832 4.6343 2.2389 -0.19
O 4.3988 3.9372 3.0845 -0.21
C 4.6827 4.0946 4.4650 -0.08
C 3.8991 4.5877 -0.0666 -0.54
S 4.7784 5.1837 -1.6303 0.84
C 3.0155 5.7758 0.3296 -0.25
C 2.2413 5.6235 1.6591 -0.66
C 0.7092 5.7768 1.4756 -0.12
Br 2.8161 7.0921 2.8425 0.75
H -6.1652 -8.0774 2.8888 0.07
H -7.6333 -8.9784 3.2713 0.08
H -6.1392 -9.8662 2.9048 0.04
H -7.3352 -9.9497 0.8157 0.10
H -6.2001 -8.6295 0.6098 0.11
H -8.9971 -8.1420 1.6547 0.10
H -8.6774 -8.1445 -0.0771 0.10
H -6.8202 -6.4907 1.5366 0.09
H -8.4775 -5.8971 1.5192 0.11
H -7.0683 -6.7156 -1.0436 0.11
H -8.4956 -5.6751 -0.8754 0.12
H -5.8108 -4.8752 0.2817 0.11
H -7.1771 -3.8133 -0.2053 0.11
H -6.7424 -4.6176 -2.5817 0.11
H -5.2043 -5.3013 -1.9820 0.10
H -5.6623 -2.4962 -1.1924 0.11
H -5.5373 -2.7329 -2.9481 0.10
H -3.4661 -3.1293 -0.7816 0.11
H -3.4035 -4.1655 -2.2396 0.10
H -3.8066 -1.2639 -2.6878 0.10
H -2.9511 -2.4590 -3.6660 0.11
H -1.7543 -1.7998 -1.0036 0.10
H -0.9331 -2.0769 -2.5524 0.10
H -1.9854 0.4872 -1.3657 0.08
H -2.2273 0.2446 -3.0798 0.10
H -0.1948 0.9827 -3.5279 0.11
H 0.4387 -0.4724 -2.7874 0.10
H 0.6057 0.6287 -0.6132 0.12
H -0.0867 2.1435 -1.3063 0.06
H 1.9250 1.6092 -3.0471 0.10
H 2.6783 0.9426 -1.6247 0.00
H 2.7733 3.5890 -2.5056 0.06
H 1.3963 3.6831 -1.4527 0.04
H 2.3793 3.2869 0.4189 0.17
H 3.9185 1.2241 -0.1356 0.12
H 7.4479 2.0954 -0.3964 0.13
H 9.2388 0.7245 0.6252 0.12
H 8.8464 -0.2663 2.8714 0.12
H 6.6974 0.1045 3.9708 0.08
H 6.0200 4.4116 0.2777 0.12
H 5.1886 5.7208 2.3029 0.10
H 6.3081 4.3953 2.5561 0.14
H 5.6668 4.5305 4.6443 0.09
H 3.9265 4.7338 4.9229 0.08
H 4.6485 3.1244 4.9591 0.09
H 4.4036 6.4654 -1.6543 -0.11
H 2.2675 5.8615 -0.4615 0.10
H 3.6002 6.6888 0.3027 0.08
H 2.4157 4.6734 2.1495 0.08
H 0.4198 5.8144 0.4280 0.04
H 0.2095 4.9504 1.9816 0.08
H 0.3468 6.6685 1.9787 0.05
Br 5.3189 -1.8615 2.5956 0.75
C 4.8100 -3.5788 3.3748 -0.67
C 5.9776 -4.2242 4.0683 -0.72
Br 7.2220 -4.9995 2.7895 0.61
H 4.4057 -4.1849 2.5708 0.05
H 4.0196 -3.3500 4.0862 0.04
H 5.6421 -5.0525 4.6855 -0.02
H 6.5468 -3.5302 4.6779 0.05
Br -3.5317 -11.5242 1.1696 0.60
C -4.9042 -12.8478 1.5337 -0.69
C -5.1701 -12.9651 3.0114 -0.70
Br -3.7708 -13.9476 3.9369 0.61
H -4.5739 -13.7783 1.0844 0.05
H -5.7959 -12.4944 1.0201 0.05
H -6.0840 -13.5271 3.1902 0.06
H -5.2374 -11.9947 3.4933 0.01
Br -5.8875 -8.8706 7.2485 0.61
C -5.0580 -10.5090 6.6084 -0.70
C -3.5635 -10.3748 6.4996 -0.69
Br -3.0476 -9.3378 4.9384 0.62
H -5.5266 -10.7444 5.6581 0.03
H -5.3172 -11.2702 7.3406 0.06
H -3.1041 -11.3513 6.3598 0.05
H -3.1186 -9.8867 7.3606 0.00
Br 0.9969 -8.2174 5.3622 0.59
C -0.1382 -7.1427 6.5160 -0.68
C 0.1898 -7.3421 7.9707 -0.68
Br -0.4915 -9.0356 8.6437 0.65
H -1.1637 -7.4096 6.2781 0.01
H 0.0464 -6.1111 6.2241 0.05
H -0.2916 -6.5774 8.5762 0.06
H 1.2579 -7.3386 8.1609 0.01
Br -0.3396 5.5073 -2.5875 0.66
C -2.2236 5.1539 -2.9203 -0.68
C -3.0197 5.1668 -1.6379 -0.76
Br -2.7265 3.5169 -0.6331 0.60
H -2.2740 4.2081 -3.4503 0.06
H -2.5473 5.9559 -3.5829 -0.06
H -4.0804 5.1926 -1.8601 0.04
H -2.7447 5.9969 -1.0073 -0.01
Br -3.3095 6.9824 -5.7629 0.69
C -2.1992 7.7737 -7.1534 -0.67
C -0.7895 7.2491 -7.1073 -0.67
Br 0.2295 8.0389 -5.6534 0.62
H -2.2513 8.8490 -7.0201 0.05
H -2.6766 7.5006 -8.0914 0.06
H -0.2556 7.5243 -8.0149 0.06
H -0.7434 6.1734 -6.9725 0.05
Br 4.5927 -0.6699 -2.0813 0.70
C 4.7539 -0.5680 -4.0188 -0.64
C 5.7174 0.5113 -4.4312 -0.68
Br 4.9469 2.2863 -4.2435 0.66
H 3.7513 -0.4166 -4.4060 0.06
H 5.1196 -1.5437 -4.3295 0.06
H 5.9688 0.4102 -5.4843 0.06
H 6.6260 0.5047 -3.8387 0.05
Br 1.1147 11.6732 -8.6333 0.61
C 1.9953 11.3373 -6.9331 -0.72
C 3.3898 10.8037 -7.1140 -0.70
Br 3.3779 8.9291 -7.6416 0.59
H 1.3550 10.6547 -6.3844 -0.01
H 2.0224 12.2999 -6.4292 0.03
H 3.9314 10.8381 -6.1716 0.06
H 3.9514 11.3384 -7.8715 0.02
Br 3.6877 14.4867 -7.6688 0.65
C 3.5798 14.4230 -9.6118 -0.70
C 4.4606 15.4621 -10.2514 -0.70
Br 3.6871 17.2394 -10.1231 0.62
H 2.5325 14.5409 -9.8682 0.04
H 3.9077 13.4229 -9.8869 0.05
H 4.5616 15.2651 -11.3162 0.06
H 5.4441 15.5137 -9.7963 0.05
Br 3.1788 -5.9416 5.8280 0.65
C 3.8188 -7.0802 7.2708 -0.66
C 4.4202 -6.2690 8.3858 -0.69
Br 6.1880 -5.6088 7.9134 0.63
H 4.5217 -7.7783 6.8288 0.06
H 2.9440 -7.6228 7.6214 0.01
H 4.5658 -6.8872 9.2685 0.06
H 3.8199 -5.4030 8.6434 0.05
Br -4.4358 5.5520 0.7880 0.70
C -6.3291 5.1711 0.5455 -0.64
C -7.0603 5.0692 1.8570 -0.70
Br -6.6883 3.3854 2.7522 0.62
H -6.3858 4.2555 -0.0368 0.06
H -6.7178 6.0008 -0.0411 0.06
H -8.1354 5.0806 1.6933 0.06
H -6.7885 5.8606 2.5469 0.05
```

No. 2
C14H24ClN5O6Zn as an isolated structure at a distorted geometry. Source: the Open Molecules 2025 dataset; level of theory: wB97M-V/def2-TZVPD.

Calculated values
LUMO energy (spin up / spin down)   -0.2 / -1.2 eV
Energy   -95573.424 eV
Kohn-Sham gap (spin up / spin down)   7.054 / 5.750 eV
Spin multiplicity   1

Structure (XYZ):
```
51
Properties=species:S:1:pos:R:3:lowdin_charge:R:1
O 0.3396 0.2201 -3.8101 -0.16
H 0.3811 0.6837 -4.6698 0.08
Zn -0.4458 0.0979 -0.2300 0.66
N 0.4780 1.8037 -0.8762 -0.14
N 1.9025 -0.2241 -0.7659 -0.05
N -2.3997 -0.6978 0.0431 -0.18
N -0.2793 -1.9280 0.5206 -0.05
O -0.2255 2.7654 -0.4665 -0.04
O -3.4171 -0.0308 -0.3791 -0.17
O 0.8933 -2.5737 0.8523 -0.13
O 2.6520 -1.2626 -0.4962 -0.11
C 2.5657 0.8687 -1.2297 -0.25
C 1.7412 2.0141 -1.3275 -0.24
C -2.5812 -1.7263 0.8656 -0.29
C -1.3673 -2.4091 1.1496 -0.26
C 2.1777 3.3219 -1.8794 -0.02
H 2.2362 3.2850 -2.9831 0.10
H 3.1611 3.6291 -1.4898 0.09
H 1.4327 4.0783 -1.6109 0.08
C 4.0272 0.8133 -1.5024 -0.02
H 4.2784 -0.0945 -2.0733 0.09
H 4.6060 0.7945 -0.5614 0.10
H 4.3612 1.6920 -2.0658 0.08
C -3.8962 -2.1354 1.3675 -0.02
C -1.2735 -3.5328 2.1121 -0.01
H -4.6666 -1.6510 0.7848 0.07
H -4.0280 -1.8549 2.4095 0.09
H -4.0129 -3.2118 1.2968 0.08
H -0.2495 -3.8814 2.2844 0.08
H -1.8806 -4.3696 1.7550 0.09
H -1.7119 -3.2302 3.0682 0.09
H -2.3624 0.3643 -1.5659 0.04
H 1.6806 -2.0549 0.2490 0.07
C 0.4410 -1.7046 -3.2519 0.01
H 1.4983 -1.5640 -3.4594 0.02
H -0.4230 -1.5397 -3.8351 -0.01
H 0.1327 -2.2521 -2.3337 0.01
O -1.4829 0.2102 -2.0157 -0.11
H -0.5728 0.4039 -3.4471 0.04
H -1.6765 -0.6660 -2.3725 0.07
Cl -2.5991 2.9326 3.8685 0.74
C -1.2397 2.1457 3.2413 -0.66
C -0.0327 2.1168 3.9335 -0.06
C 1.0507 1.4351 3.3754 -0.03
C 0.8878 0.7962 2.1619 -0.09
N -0.2632 0.8887 1.4934 -0.03
C -1.3343 1.5022 2.0049 -0.11
H 0.0478 2.6251 4.8842 0.11
H 2.0310 1.3791 3.8402 0.12
H 1.6860 0.2285 1.6876 0.11
H -2.2683 1.4991 1.4492 0.12
```

No. 3
A 2-piece molecular cluster, C5H13NO overall at a distorted geometry. Source: the Open Molecules 2025 dataset; level of theory: wB97M-V/def2-TZVPD.

Calculated values
LUMO energy   0.8 eV
SMILES   CC(N)=O.CCC
Energy relative to the best compared isomer or geometry (same formula, charge and spin)   61.2 kcal/mol
Energy   -8931.359 eV
Kohn-Sham gap   10.798 eV
Spin multiplicity   1

Structure (XYZ):
```
20
Properties=species:S:1:pos:R:3:lowdin_charge:R:1
C -0.3165 -0.2012 2.0251 -0.01
C 1.0274 -0.8744 1.6873 -0.52
N 2.2475 -0.0711 1.8123 0.14
O 1.1753 -1.8588 1.0516 0.07
H -1.0624 -0.5888 1.2080 0.12
H -0.4420 0.8082 2.1326 0.02
H -0.5033 -0.4118 3.0923 0.08
H 2.9128 -0.4432 1.3054 0.00
H 2.4572 0.8510 2.1627 0.09
C -0.8266 1.8839 -1.6428 -0.16
C -1.9341 1.0284 -2.2140 -0.29
C -1.0933 -0.3511 -2.3144 -0.14
H -0.7910 2.7995 -2.3673 0.11
H 0.1731 1.5246 -1.5359 0.05
H -1.0769 1.9687 -0.6156 0.05
H -2.7635 0.9715 -1.5352 0.07
H -2.4661 1.1552 -3.2321 0.12
H -1.6821 -1.2973 -2.6314 0.08
H -0.2070 -0.2824 -3.0291 0.09
H -0.8242 -0.6021 -1.3004 0.02
```

No. 4
H13NaO7 as an isolated structure at a distorted geometry. Source: the Open Molecules 2025 dataset; level of theory: wB97M-V/def2-TZVPD.

Calculated values
LUMO energy   -1.5 eV
Energy relative to the best compared isomer or geometry (same formula, charge and spin)   111.5 kcal/mol
Energy   -18956.915 eV
Kohn-Sham gap   4.506 eV
Spin multiplicity   1

Structure (XYZ):
```
21
Properties=species:S:1:pos:R:3:lowdin_charge:R:1
Na 0.7699 -0.2943 -0.1917 0.83
O -0.3908 1.5470 3.2054 -0.61
H -0.7972 2.2741 2.6948 -0.20
O -0.9409 3.9148 -1.5457 -0.05
H -1.5659 4.1973 -2.2134 0.03
H -0.1930 4.5025 -1.6531 0.03
O 3.8738 1.0142 4.2564 -0.06
H 3.9608 0.1452 4.6481 0.02
H 2.9728 1.0433 3.9346 0.02
O 1.6647 0.3070 -4.6378 -0.06
H 1.1980 -0.3175 -5.1932 0.03
H 1.3250 1.1624 -4.9007 0.03
O -2.6515 -2.9421 -1.1774 -0.06
H -2.7877 -3.6959 -0.6033 0.03
H -3.5161 -2.7622 -1.5465 0.03
O -4.4104 0.8877 2.4036 -0.06
H -3.4545 0.8619 2.4471 0.02
H -4.6022 1.5260 1.7166 0.02
O 3.1051 -4.0772 -0.5962 -0.06
H 3.7900 -4.4730 -0.0573 0.03
H 2.6498 -4.8212 -0.9903 0.03
```

No. 5
A 2-piece molecular cluster, C9H12NO2 overall at a distorted geometry. Source: the Open Molecules 2025 dataset; level of theory: wB97M-V/def2-TZVPD.

Calculated values
LUMO energy   -4.1 eV
Net charge   +1
Energy relative to the best compared isomer or geometry (same formula, charge and spin)   43.0 kcal/mol
Energy   -15104.201 eV
Kohn-Sham gap   8.519 eV
Spin multiplicity   1

Structure (XYZ):
```
24
Properties=species:S:1:pos:R:3:lowdin_charge:R:1
C -3.5875 0.2207 0.0427 0.02
C -2.6326 0.6696 1.0402 0.04
C -3.2413 -0.8117 -0.8110 -0.03
C -1.3066 0.1703 0.9297 -0.05
C -1.9578 -1.2990 -0.8565 0.00
C 2.3647 1.6822 0.5134 -0.09
C 1.1667 1.9461 0.2282 -0.21
C 2.7911 0.2357 0.7363 -0.12
C 2.6720 -0.5736 -0.5959 -0.15
N -1.0058 -0.6771 -0.0733 0.09
O 0.0270 2.1337 -0.0244 0.14
O 1.4670 -1.3762 -0.6212 -0.07
H -4.5332 0.6764 0.0843 0.11
H -2.8688 1.4367 1.7455 0.11
H -3.9606 -1.2916 -1.5364 0.15
H -0.4642 0.4565 1.5923 0.14
H -1.5238 -1.9138 -1.5543 0.11
H 3.2151 2.4025 0.4007 0.15
H 3.8337 0.1577 1.0657 0.12
H 2.1436 -0.2956 1.4993 0.13
H 3.4054 -1.2646 -0.6822 0.09
H 2.5235 0.1073 -1.4053 0.12
H 0.0047 -0.9498 -0.3048 0.11
H 1.4677 -1.8422 -1.4128 0.08
```

No. 6
C29H43Cl7N3O4SiSr as an isolated structure at a distorted geometry. Source: the Open Molecules 2025 dataset; level of theory: wB97M-V/def2-TZVPD.

Calculated values
LUMO energy   1.9 eV
Net charge   -1
Energy   -139806.280 eV
Kohn-Sham gap   6.701 eV
Spin multiplicity   1

Structure (XYZ):
```
88
Properties=species:S:1:pos:R:3:lowdin_charge:R:1
C 3.4603 -2.6744 -3.0058 -0.07
C 2.5852 -1.9856 -4.0202 -0.22
H 3.1057 -3.7120 -2.8856 0.07
H 3.4945 -2.1581 -2.0408 0.08
H 4.4984 -2.7345 -3.3831 0.08
C 2.5024 -2.5331 -5.2491 -0.13
C 2.9671 -3.9229 -5.5527 -0.12
H 2.1282 -1.9882 -6.1156 0.09
H 2.4664 -4.6623 -4.9141 0.07
H 4.0491 -4.0482 -5.4148 0.07
H 2.7361 -4.2177 -6.5808 0.06
Sr 0.0821 0.1120 1.7431 1.19
Cl 1.7520 1.5146 -0.0225 -0.19
C -1.0139 2.9716 1.0145 -0.40
O -1.6304 1.9432 1.4165 -0.20
N -1.5845 4.0071 0.4033 -0.17
C -3.0347 3.9898 0.1997 -0.03
C -0.7704 5.0046 -0.2690 -0.03
H 0.0767 3.0454 1.1469 0.05
H -3.5395 3.7331 1.1431 0.09
H -3.3242 3.2519 -0.5645 0.09
H -3.3279 4.9860 -0.1405 0.08
H 0.1073 5.2458 0.3303 0.10
H -1.3639 5.8936 -0.4318 0.08
H -0.4171 4.6287 -1.2350 0.09
H -2.8594 1.8399 5.3967 0.08
H -1.5355 1.3927 7.9066 0.10
C -2.7506 0.7482 5.3562 -0.03
C -1.6053 0.3656 7.5239 -0.05
N -1.5563 0.3220 6.0727 -0.18
H -2.6817 0.4203 4.3150 0.09
C -0.4613 -0.0870 5.4187 -0.27
O -0.3883 -0.1506 4.1722 -0.18
H -0.7721 -0.2224 7.9255 0.09
H 0.3830 -0.3677 6.0780 0.15
H -3.6219 0.2985 5.8442 0.09
H -2.5470 -0.0621 7.8668 0.08
H -0.4463 -6.2927 2.8991 0.09
H -0.7344 -3.7433 0.0696 -0.06
C -1.3994 -5.9303 2.4873 -0.05
C -1.3493 -4.5389 0.4873 -0.10
N -1.2810 -4.5945 1.9211 -0.18
H -2.1593 -5.9630 3.2742 0.09
C -1.0347 -3.4713 2.6350 -0.27
O -0.9163 -2.3245 2.1461 -0.12
H -2.3706 -4.3776 0.1485 0.10
H -0.9391 -3.6288 3.7117 0.14
H -1.6945 -6.5775 1.6554 0.08
H -0.9898 -5.4840 0.0821 0.09
O 1.1446 -0.4888 -2.5291 -0.35
C 2.0185 -0.5990 -3.6526 -0.30
C 0.4936 -0.3923 -5.6328 -0.08
C 1.4526 0.1931 -4.8167 -0.17
H 0.1798 -1.4346 -5.4882 0.11
C -0.0697 0.3499 -6.6847 -0.08
H 2.9059 -0.0909 -3.2577 0.14
C 1.8474 1.5181 -5.0282 -0.03
H -0.8191 -0.1012 -7.3477 0.10
C 0.3569 1.6533 -6.9168 -0.12
C 1.3310 2.2303 -6.1050 -0.10
H 2.5833 1.9002 -4.3240 0.12
H -0.0248 2.2397 -7.7537 0.09
H 1.7289 3.2284 -6.2922 0.09
Si -0.5714 -0.6371 -2.0174 0.06
Cl 0.0640 -2.6411 -1.5471 0.41
C -1.7133 -1.1434 -3.4226 -0.23
C -0.6317 1.4033 -2.2722 -0.20
C -2.0285 -0.6641 -0.6622 -0.24
H -1.6021 -0.5498 -4.3342 0.01
H -2.7695 -1.0965 -3.1218 0.01
H -1.4614 -2.1912 -3.6272 0.00
H -2.9869 -0.8028 -1.1897 0.02
H -2.1858 0.2526 -0.0741 -0.02
H -2.0049 -1.5275 0.0268 -0.02
H -0.5558 1.7027 -3.3303 0.00
H 0.2332 1.9162 -1.8147 -0.08
H -1.5154 1.9407 -1.8937 -0.01
Cl 2.8954 0.1607 3.0681 0.61
C 2.4387 1.5917 3.9577 -0.73
C 1.2613 2.2276 3.7027 -0.22
C 0.8024 3.2733 4.4430 -0.75
Cl -0.7893 3.8860 4.2327 0.67
C 1.6496 3.8220 5.4485 -0.73
Cl 1.1500 5.1668 6.3630 0.65
C 2.9000 3.2209 5.7050 -0.73
Cl 3.9345 3.8718 6.8949 0.65
C 3.2987 2.0709 4.9808 -0.72
Cl 4.7660 1.2788 5.3478 0.65
```